[1]
This record from the Open Molecules 2025 dataset describes 2 unconnected molecules or ions with the total composition C9H14 at a distorted geometry. The level of theory is the ωB97M-V functional and the def2-TZVPD basis.

Values from the calculation:
E_tot = -351.3044 a.u.
SMILES = Cc1ccccc1.CC
energy above the lowest of the compared OMol25 structures with the same formula, charge and spin = 16.19 kcal/mol
HOMO-LUMO gap = 10.070 eV
HOMO energy = -9.05 eV

```
23
Properties=species:S:1:pos:R:3:forces:R:3
H -2.3177 2.6542 -0.3711 0.071 -0.077 -0.293
C 2.1525 0.4583 -1.1617 0.241 -0.339 1.252
H -0.5158 -1.7376 2.9083 0.640 0.448 0.167
H 0.8529 -1.7434 1.6510 0.107 -0.464 0.625
H 2.9157 -0.9807 -2.6102 0.135 0.444 -0.168
C -0.7581 -0.5254 1.1223 -0.776 -0.595 1.241
C -0.5799 0.7108 1.7547 -0.122 0.601 -0.237
H -1.2752 2.8012 1.7198 0.758 0.024 0.275
H -1.7584 -1.6001 -0.4527 -0.047 -0.088 0.093
C -1.5875 -0.6417 0.0176 0.742 0.946 -0.167
C -1.8550 1.7475 -0.0013 -0.049 0.661 0.999
H 1.9548 1.4915 -1.4204 0.374 0.114 -0.396
H 1.4522 -1.5000 -1.9533 0.092 0.370 0.635
H 1.5699 0.3120 -0.2477 -0.588 -0.313 -0.372
H -0.6938 -2.6545 1.5135 0.319 -0.006 -0.469
C -1.1451 1.8518 1.2205 -1.215 -0.422 -1.132
C -0.2165 -1.7358 1.8605 -0.615 -0.066 -0.839
H -2.5526 0.3779 -1.5466 -0.390 0.473 0.142
H -0.0411 0.7797 2.6915 0.052 -0.177 0.023
H 3.1513 0.3012 -0.7484 0.250 0.663 -0.271
C -2.0865 0.5289 -0.5794 0.556 -1.268 -0.440
H 1.3627 -0.3245 -3.1190 0.216 0.718 -0.004
C 1.9713 -0.5712 -2.2482 -0.752 -1.647 -0.666
```
Forces are in eV/Å.

***

[2]
This record from the Open Molecules 2025 dataset describes 2 unconnected molecules or ions with the total composition C9H14 at a distorted geometry. The level of theory is the ωB97M-V functional and the def2-TZVPD basis.

Values from the calculation:
E_tot = -351.3143 a.u.
SMILES = Cc1ccccc1.CC
energy above the lowest of the compared OMol25 structures with the same formula, charge and spin = 9.98 kcal/mol
HOMO-LUMO gap = 10.102 eV
HOMO energy = -9.08 eV

```
23
Properties=species:S:1:pos:R:3:forces:R:3
C 1.5647 0.1722 1.7701 0.152 -0.266 -0.229
H -4.0346 0.0864 -2.0720 -0.134 -0.120 -0.014
H -2.7647 -1.8873 -2.9223 -0.014 0.126 -0.213
C 0.2826 0.3163 1.2559 -0.089 -0.865 0.183
H 0.8820 -0.8503 3.5689 0.024 -0.066 -0.582
H 2.0892 0.2553 3.8726 0.828 -0.015 -0.138
H -2.6992 0.5861 -1.0909 -0.082 -0.166 0.187
H -2.6112 0.7768 -2.7863 0.211 -0.567 -0.199
H 1.0294 1.3960 -1.8765 -0.512 -0.001 0.029
H 3.2699 1.0730 -0.9792 -0.143 0.407 -0.266
H 3.6630 0.4223 1.2663 -0.156 -0.160 0.122
C 2.3945 0.9511 -0.3577 0.187 -0.601 0.580
H -1.0063 0.8508 -0.3140 0.126 -0.149 -0.459
H 2.4619 -1.3272 3.0107 0.472 0.147 0.236
H -2.8666 -1.8931 -1.2174 0.466 -0.139 0.376
H -1.3279 -1.3975 -2.0803 -0.011 -0.066 0.458
C 1.0996 1.0688 -0.8462 0.637 0.017 -0.671
C 0.0294 0.7106 -0.0512 0.119 0.785 0.804
C -2.4149 -1.3491 -2.0406 -0.351 0.076 -0.754
H -0.5318 -0.0654 1.8612 -0.154 0.296 0.056
C -2.9477 0.0707 -2.0168 -0.273 0.839 0.079
C 2.6303 0.5024 0.9368 -0.027 0.321 -0.145
C 1.8087 -0.4688 3.1087 -1.276 0.168 0.560
```
Forces are in eV/Å.

***

[3]
This record from the Open Molecules 2025 dataset describes 2 unconnected molecules or ions with the total composition C9H14 at a distorted geometry. The level of theory is the ωB97M-V functional and the def2-TZVPD basis.

Values from the calculation:
E_tot = -351.2829 a.u.
SMILES = Cc1ccccc1.CC
energy above the lowest of the compared OMol25 structures with the same formula, charge and spin = 29.67 kcal/mol
HOMO-LUMO gap = 10.019 eV
HOMO energy = -9.00 eV

```
23
Properties=species:S:1:pos:R:3:forces:R:3
C 0.7829 2.3931 0.1494 -2.044 -0.880 0.066
C 0.5136 0.2950 1.2701 0.568 -0.377 1.403
H -1.0764 3.3423 -0.3963 0.010 0.290 0.533
C -0.6294 2.5698 0.2234 0.787 0.351 -0.737
H -1.2965 -2.3388 -3.1375 -0.629 0.093 0.902
H -0.1929 -0.3151 -2.5939 -0.721 -0.241 -0.153
H -2.4477 1.8725 1.2972 0.365 0.536 -0.709
H -0.1451 -0.7124 -0.9405 0.486 -0.159 -0.044
H -1.9191 -2.2032 -1.4408 -0.373 -0.211 0.440
H 2.3769 1.2168 0.9246 0.480 -0.472 -0.822
H 0.6973 -1.8173 1.5725 -0.087 0.130 0.268
H -0.5208 -3.2815 -2.0320 -0.318 -0.174 1.077
C 1.2348 -0.9007 1.8589 -0.064 -1.045 -1.620
H -1.3238 -0.1131 2.2367 -0.191 0.345 -0.441
H 1.2738 3.2405 -0.2534 1.043 0.274 -0.454
C -0.8153 0.5642 1.5434 0.313 0.955 -0.489
H 2.1665 -0.9982 1.2730 -0.069 0.013 0.723
C -0.0284 -1.1703 -1.9281 -0.322 1.232 0.704
H 1.0338 -1.3211 -2.1388 -0.136 -0.907 0.385
C 1.3410 1.2146 0.6249 -0.617 1.992 0.933
H 1.4190 -0.9662 2.9274 -0.038 0.482 0.074
C -1.0469 -2.3267 -2.0421 1.986 0.331 -3.402
C -1.3973 1.7561 1.0018 -0.430 -2.560 1.362
```
Forces are in eV/Å.

***

[4]
This record from the Open Molecules 2025 dataset describes 2 unconnected molecules or ions with the total composition C9H14 at a distorted geometry. The level of theory is the ωB97M-V functional and the def2-TZVPD basis.

Values from the calculation:
E_tot = -351.2509 a.u.
SMILES = Cc1ccccc1.CC
energy above the lowest of the compared OMol25 structures with the same formula, charge and spin = 49.78 kcal/mol
HOMO-LUMO gap = 9.617 eV
HOMO energy = -8.69 eV

```
23
Properties=species:S:1:pos:R:3:forces:R:3
H -1.5285 -3.1880 -0.5096 -0.026 -2.198 0.237
H -0.7003 1.9542 -3.7118 -0.613 -0.761 -0.764
C 1.3018 -0.0795 2.1232 -1.526 0.589 -1.564
H -2.3633 -1.7070 -0.3599 -0.348 -0.026 -0.424
H -1.6176 3.1914 -2.6777 0.700 -0.402 -0.962
H -0.0166 3.6577 -3.7230 -2.451 -1.776 1.159
H -0.2962 -0.5737 3.7045 1.080 -0.445 -1.334
C 0.3122 2.5544 -1.9603 2.412 -1.492 0.487
H 1.3736 2.6716 -2.3165 -0.841 0.380 0.118
H 0.4343 1.4462 -1.6685 -1.097 1.864 0.282
C 0.0984 -0.7035 2.6469 1.244 0.333 0.101
C -0.4652 -1.5425 0.2912 2.321 2.924 4.694
H -1.3862 -2.1840 2.2481 0.444 1.106 -0.744
H 2.1172 0.4724 2.6295 -1.063 -0.470 0.248
C -0.6447 -1.4777 1.7725 -0.637 -1.437 -1.438
H 0.4984 -0.6065 -1.3176 0.617 0.575 1.010
C -0.6517 2.8110 -3.0955 1.926 3.306 -0.227
H 0.2037 3.2918 -1.1384 -0.049 -0.937 -0.166
C -1.4010 -2.1641 -0.5772 -0.824 1.427 -2.537
H 2.0639 0.6878 0.1977 -0.005 -0.431 0.807
C 0.4846 -0.6282 -0.2045 -0.885 -1.711 0.987
C 1.3442 0.0254 0.7135 0.519 0.158 -0.762
H -1.0546 -1.8851 -1.6160 -0.898 -0.576 0.791
```
Forces are in eV/Å.

***

What did the second record say?
This record from the Open Molecules 2025 dataset describes 2 unconnected molecules or ions with the total composition C9H14 at a distorted geometry. The level of theory is the ωB97M-V functional and the def2-TZVPD basis.

Values from the calculation:
E_tot = -351.3143 a.u.
SMILES = Cc1ccccc1.CC
energy above the lowest of the compared OMol25 structures with the same formula, charge and spin = 9.98 kcal/mol
HOMO-LUMO gap = 10.102 eV
HOMO energy = -9.08 eV

```
23
Properties=species:S:1:pos:R:3:forces:R:3
C 1.5647 0.1722 1.7701 0.152 -0.266 -0.229
H -4.0346 0.0864 -2.0720 -0.134 -0.120 -0.014
H -2.7647 -1.8873 -2.9223 -0.014 0.126 -0.213
C 0.2826 0.3163 1.2559 -0.089 -0.865 0.183
H 0.8820 -0.8503 3.5689 0.024 -0.066 -0.582
H 2.0892 0.2553 3.8726 0.828 -0.015 -0.138
H -2.6992 0.5861 -1.0909 -0.082 -0.166 0.187
H -2.6112 0.7768 -2.7863 0.211 -0.567 -0.199
H 1.0294 1.3960 -1.8765 -0.512 -0.001 0.029
H 3.2699 1.0730 -0.9792 -0.143 0.407 -0.266
H 3.6630 0.4223 1.2663 -0.156 -0.160 0.122
C 2.3945 0.9511 -0.3577 0.187 -0.601 0.580
H -1.0063 0.8508 -0.3140 0.126 -0.149 -0.459
H 2.4619 -1.3272 3.0107 0.472 0.147 0.236
H -2.8666 -1.8931 -1.2174 0.466 -0.139 0.376
H -1.3279 -1.3975 -2.0803 -0.011 -0.066 0.458
C 1.0996 1.0688 -0.8462 0.637 0.017 -0.671
C 0.0294 0.7106 -0.0512 0.119 0.785 0.804
C -2.4149 -1.3491 -2.0406 -0.351 0.076 -0.754
H -0.5318 -0.0654 1.8612 -0.154 0.296 0.056
C -2.9477 0.0707 -2.0168 -0.273 0.839 0.079
C 2.6303 0.5024 0.9368 -0.027 0.321 -0.145
C 1.8087 -0.4688 3.1087 -1.276 0.168 0.560
```
Forces are in eV/Å.

***

E_tot of number 1 (C9H14)?
-351.3044 a.u.

***

What did the third record say?
This record from the Open Molecules 2025 dataset describes 2 unconnected molecules or ions with the total composition C9H14 at a distorted geometry. The level of theory is the ωB97M-V functional and the def2-TZVPD basis.

Values from the calculation:
E_tot = -351.2829 a.u.
SMILES = Cc1ccccc1.CC
energy above the lowest of the compared OMol25 structures with the same formula, charge and spin = 29.67 kcal/mol
HOMO-LUMO gap = 10.019 eV
HOMO energy = -9.00 eV

```
23
Properties=species:S:1:pos:R:3:forces:R:3
C 0.7829 2.3931 0.1494 -2.044 -0.880 0.066
C 0.5136 0.2950 1.2701 0.568 -0.377 1.403
H -1.0764 3.3423 -0.3963 0.010 0.290 0.533
C -0.6294 2.5698 0.2234 0.787 0.351 -0.737
H -1.2965 -2.3388 -3.1375 -0.629 0.093 0.902
H -0.1929 -0.3151 -2.5939 -0.721 -0.241 -0.153
H -2.4477 1.8725 1.2972 0.365 0.536 -0.709
H -0.1451 -0.7124 -0.9405 0.486 -0.159 -0.044
H -1.9191 -2.2032 -1.4408 -0.373 -0.211 0.440
H 2.3769 1.2168 0.9246 0.480 -0.472 -0.822
H 0.6973 -1.8173 1.5725 -0.087 0.130 0.268
H -0.5208 -3.2815 -2.0320 -0.318 -0.174 1.077
C 1.2348 -0.9007 1.8589 -0.064 -1.045 -1.620
H -1.3238 -0.1131 2.2367 -0.191 0.345 -0.441
H 1.2738 3.2405 -0.2534 1.043 0.274 -0.454
C -0.8153 0.5642 1.5434 0.313 0.955 -0.489
H 2.1665 -0.9982 1.2730 -0.069 0.013 0.723
C -0.0284 -1.1703 -1.9281 -0.322 1.232 0.704
H 1.0338 -1.3211 -2.1388 -0.136 -0.907 0.385
C 1.3410 1.2146 0.6249 -0.617 1.992 0.933
H 1.4190 -0.9662 2.9274 -0.038 0.482 0.074
C -1.0469 -2.3267 -2.0421 1.986 0.331 -3.402
C -1.3973 1.7561 1.0018 -0.430 -2.560 1.362
```
Forces are in eV/Å.